Run A
DFT (ωB97M-V/def2-TZVPD) results for the ion C10H21N2 with charge +1.

Properties
orbital gap	9.635	eV
spin multiplicity	1
HOMO level	-12.749	eV
total charge	+1

XYZ file:
```
33
Properties=species:S:1:pos:R:3:nbo_charge:R:1
C -1.62071 -0.35679 -2.90045 -0.590
C -1.20315 -1.25247 -1.73056 -0.488
C -0.23734 -0.59777 -0.79355 0.624
N -0.55618 0.57077 0.08094 -0.397
C -1.84301 0.97603 0.40879 -0.444
C 0.60561 1.00160 0.74001 0.080
C 0.82268 2.47344 0.58389 -0.615
C 0.37424 0.67387 2.25522 -0.402
C -0.00215 -0.76376 2.52543 -0.630
C 1.69930 0.13406 0.25353 -0.204
N 1.05071 -0.70869 -0.69219 -0.332
C 1.84907 -1.83565 -1.16163 -0.407
H -2.26796 0.39131 -2.53374 0.216
H -2.08110 -0.87053 -3.71855 0.247
H -0.78793 0.18460 -3.30540 0.219
H -0.66660 -2.22292 -2.15938 0.251
H -2.12041 -1.48817 -1.13084 0.266
H -1.89566 2.09330 0.75658 0.245
H -2.41757 0.36520 1.10718 0.212
H -2.47501 1.13207 -0.44930 0.225
H 0.44887 3.15003 1.32770 0.238
H 0.43500 2.86408 -0.33317 0.228
H 1.93124 2.57382 0.49602 0.226
H 1.44290 0.66238 2.72328 0.221
H -0.35576 1.36720 2.77722 0.238
H -0.96741 -0.98712 2.10022 0.196
H -0.29099 -0.94470 3.49659 0.242
H 0.76363 -1.52641 2.21968 0.200
H 2.54662 0.69787 -0.34582 0.230
H 2.21764 -0.44405 0.97752 0.227
H 2.65802 -1.93838 -0.41919 0.226
H 1.24400 -2.71028 -1.24993 0.224
H 2.27999 -1.72863 -2.09104 0.227
```

Run B
DFT (ωB97M-V/def2-TZVPD) results for the ion C10H21N2 with charge +1.

Properties
orbital gap (spin up / spin down)	9.090 / 9.091	eV
spin multiplicity	1
HOMO level (spin up / spin down)	-12.398 / -12.399	eV
total charge	+1

XYZ file:
```
33
Properties=species:S:1:pos:R:3:nbo_charge:R:1
C -0.80356 0.32024 -1.25103 0.296
C -1.09697 1.41531 -0.61089 0.025
C 0.08917 0.32625 1.19048 0.145
C -1.23280 -0.57923 -2.32061 -0.745
C -2.01826 2.49484 -1.19292 -0.658
C -1.19078 -0.14538 1.66479 -0.669
C 1.25770 -2.58189 1.21657 -0.616
C 2.58444 -1.82980 -0.76583 -0.610
C 0.82169 2.66250 0.18314 -0.422
C 1.13698 -1.77119 -0.11853 -0.052
N 0.75528 -0.33799 0.08844 -0.452
N -0.23528 1.76720 0.60158 -0.353
H 0.77091 0.55378 1.91592 0.218
H -1.41395 -0.03966 -3.28170 0.270
H -2.23239 -1.01038 -2.22274 0.267
H -0.47823 -1.42477 -2.41947 0.267
H -1.35220 3.28397 -1.76088 0.244
H -2.58674 3.02129 -0.35053 0.231
H -2.80880 2.08750 -1.77196 0.255
H -1.97276 -0.31562 0.97676 0.240
H -1.64075 0.67576 2.18078 0.209
H -1.13351 -1.07379 2.36671 0.265
H 1.92670 -2.02758 1.85386 0.211
H 0.23302 -2.72660 1.71010 0.203
H 1.59354 -3.55909 1.01563 0.234
H 3.40342 -1.51317 -0.02611 0.221
H 2.53221 -1.18021 -1.59509 0.214
H 2.86473 -2.88897 -1.05545 0.227
H 0.31707 3.51758 -0.25138 0.225
H 1.57597 2.94402 0.87023 0.246
H 1.20921 2.19168 -0.70465 0.247
H 0.28626 -2.13293 -0.73498 0.197
H -0.85961 2.22978 1.20298 0.420
```

If you had to bet on the most stable structure above, which would it be? Bet on run A.